(1)
{"formula": "C4H11NO3S", "method": "ωB97M-V/def2-TZVPD", "e_homo_ha": [-0.5226, -0.5014], "homo_lumo_gap_ev": [10.3, 4.5], "lumo_energy_ev": [-3.9, -9.2], "multiplicity": 2, "charge": 1, "symbols": ["O", "C", "O", "C", "C", "C", "S", "N", "H", "H", "H", "H", "H", "H", "H", "H", "H", "H", "H", "O"], "coordinates": [[0.05, -0.10, -2.74], [0.64, -0.41, -1.76], [1.97, -0.43, -1.72], [0.01, -0.63, -0.35], [-0.45, 0.78, 0.11], [-1.52, 0.62, 1.19], [-1.40, 2.00, 2.29], [-1.25, -1.44, -0.66], [2.44, -0.21, -2.58], [0.74, -1.35, 0.08], [0.44, 1.41, 0.39], [-0.92, 1.54, -0.63], [-2.49, 0.78, 0.79], [-1.51, -0.33, 1.84], [-1.51, 2.91, 1.30], [-1.53, -1.58, 0.31], [-2.00, -0.90, -1.20], [2.53, -0.22, 1.54], [2.97, -1.36, 0.47], [2.79, -1.09, 1.34]], "lowdin_spin": [0.015, 0.015, 0.003, 0.039, 0.077, 0.059, 0.626, 0.117, 0.001, 0.000, 0.009, 0.001, 0.019, -0.002, 0.016, 0.003, 0.002, 0.000, 0.000, 0.000]}

=====

(2)
{"formula": "C4H11NOP", "method": "ωB97M-V/def2-TZVPD", "e_above_lowest_kj_mol": 151.1, "e_homo_ha": -0.5542, "homo_lumo_gap_ev": 11.9, "lumo_energy_ev": -3.1, "charge": 1, "symbols": ["C", "C", "C", "C", "N", "O", "P", "H", "H", "H", "H", "H", "H", "H", "H", "H", "H", "H"], "coordinates": [[-3.56, 0.16, -0.37], [1.38, 1.43, -0.55], [1.13, -0.59, 1.37], [0.86, -1.22, -1.37], [-4.07, 0.54, 0.63], [-1.22, 0.35, 0.12], [0.37, 0.02, -0.12], [2.29, 1.00, -0.39], [1.03, 2.11, 0.22], [1.32, 1.73, -1.65], [1.09, 0.27, 2.08], [2.07, -0.96, 0.99], [0.55, -1.28, 2.02], [1.21, -0.49, -1.99], [0.42, -2.13, -1.85], [1.78, -1.59, -0.86], [-2.00, -0.38, 0.47], [-4.64, 1.02, 1.26]], "lowdin_charge": [0.004, -0.124, -0.169, -0.124, 0.119, -0.327, 0.775, 0.030, 0.082, 0.119, 0.084, 0.049, 0.092, -0.007, 0.109, 0.063, 0.139, 0.085]}

=====

(3)
{"formula": "C4H11NOS", "method": "ωB97M-V/def2-TZVPD", "smiles": "N[C@H](CO)CCS", "e_above_lowest_kj_mol": 261.9, "e_homo_ha": -0.3126, "homo_lumo_gap_ev": 9.3, "lumo_energy_ev": 0.8, "symbols": ["N", "C", "C", "O", "C", "C", "S", "H", "H", "H", "H", "H", "H", "H", "H", "H", "H", "H"], "coordinates": [[-0.25, 1.34, -0.07], [0.49, 0.09, 0.22], [1.69, 0.02, -0.78], [2.42, 1.20, -0.98], [-0.40, -1.09, -0.06], [-1.65, -0.98, 0.74], [-1.72, -0.15, 2.31], [-1.02, 1.40, -0.74], [0.11, 2.30, -0.18], [0.90, 0.06, 1.31], [2.44, -0.62, -0.29], [1.35, -0.33, -1.71], [2.93, 1.27, -1.81], [0.36, -1.93, 0.08], [-0.81, -1.15, -1.06], [-2.68, -0.50, 0.27], [-2.08, -1.98, 0.88], [-2.10, 1.06, 1.88]], "lowdin_charge": [0.012, -0.402, -0.248, -0.083, -0.263, -0.622, 0.694, 0.071, 0.083, 0.149, 0.116, 0.099, 0.098, 0.147, 0.111, 0.123, 0.057, -0.142]}

=====

(4)
{"formula": "C4H11NOS", "method": "ωB97M-V/def2-TZVPD", "smiles": "CN[C@H](CO)CS", "e_above_lowest_kj_mol": 281.3, "e_homo_ha": -0.3118, "homo_lumo_gap_ev": 9.2, "lumo_energy_ev": 0.7, "symbols": ["C", "N", "C", "C", "O", "C", "S", "H", "H", "H", "H", "H", "H", "H", "H", "H", "H", "H"], "coordinates": [[0.44, -1.47, 1.35], [0.01, -1.55, -0.04], [-0.05, -0.17, -0.72], [1.28, 0.54, -0.37], [1.49, 1.35, -1.54], [-1.20, 0.55, -0.01], [-1.86, 1.91, -1.06], [0.20, -2.22, 2.02], [1.55, -1.64, 1.41], [-0.11, -0.65, 1.75], [0.49, -2.26, -0.56], [-0.17, -0.38, -1.76], [1.14, 1.15, 0.56], [1.99, -0.21, -0.14], [0.84, 2.02, -1.63], [-0.97, 1.01, 1.00], [-2.02, -0.13, 0.29], [-3.02, 2.16, -0.54]], "lowdin_charge": [-0.133, -0.101, -0.356, -0.196, -0.071, -0.522, 0.723, 0.037, 0.101, 0.067, 0.098, 0.133, 0.130, 0.090, 0.028, 0.074, 0.089, -0.189]}

=====

(5)
{"formula": "C4H11NOS", "method": "ωB97M-V/def2-TZVPD", "e_above_lowest_kj_mol": 112.2, "e_homo_ha": [-0.4865, -0.4851], "homo_lumo_gap_ev": [10.1, 4.9], "lumo_energy_ev": [-3.1, -8.3], "multiplicity": 2, "charge": 1, "symbols": ["C", "C", "C", "S", "N", "C", "O", "H", "H", "H", "H", "H", "H", "H", "H", "H", "H", "H"], "coordinates": [[0.60, 1.00, 1.00], [0.26, -0.33, 0.34], [-0.70, -1.21, 1.12], [-0.08, -2.00, 2.65], [-0.40, 0.02, -0.92], [0.32, 0.68, -2.01], [-0.20, 0.25, -3.22], [-0.22, 1.46, 1.56], [1.44, 0.80, 1.67], [1.06, 1.72, 0.33], [1.20, -0.81, 0.03], [-1.14, -1.98, 0.49], [-1.58, -0.61, 1.39], [-0.55, -1.07, 3.48], [-1.33, 0.42, -0.76], [1.40, 0.61, -1.82], [0.13, 1.76, -2.03], [-0.19, -0.70, -3.32]], "lowdin_spin": [0.081, 0.068, 0.010, 0.009, 0.668, 0.054, 0.043, 0.001, 0.015, 0.002, 0.005, 0.001, 0.000, 0.000, 0.016, 0.002, 0.026, 0.001]}

=====

(6)
{"formula": "C4H11NP", "method": "ωB97M-V/def2-TZVPD", "e_above_lowest_kj_mol": 369.4, "e_homo_ha": -0.4720, "homo_lumo_gap_ev": 9.1, "lumo_energy_ev": -3.7, "charge": 1, "symbols": ["C", "C", "C", "C", "N", "P", "H", "H", "H", "H", "H", "H", "H", "H", "H", "H", "H"], "coordinates": [[2.24, -0.84, 0.30], [1.12, -0.76, -0.58], [-1.23, -0.40, 1.02], [-0.46, 0.48, 0.12], [-1.24, 1.08, -1.02], [2.54, -0.33, -1.51], [2.44, -0.08, 0.97], [2.53, -1.80, 0.75], [0.60, -1.64, -0.76], [-0.85, -0.75, 1.91], [-1.65, -1.24, 0.41], [-2.08, 0.21, 1.51], [0.35, 1.15, 0.66], [-1.83, 1.77, -0.61], [-1.91, 0.41, -1.34], [-0.65, 1.56, -1.83], [2.80, 0.95, -0.93]], "lowdin_charge": [-0.362, -0.515, -0.103, -0.237, 0.188, 0.934, 0.039, 0.089, 0.053, 0.062, 0.107, 0.123, 0.160, 0.142, 0.150, 0.240, -0.069]}

=====

(7)
{"formula": "C4H11NP", "method": "ωB97M-V/def2-TZVPD", "e_above_lowest_kj_mol": 273.8, "e_homo_ha": [-0.5086, -0.4656], "homo_lumo_gap_ev": [8.9, 7.6], "lumo_energy_ev": [-4.9, -5.1], "charge": 1, "symbols": ["C", "C", "C", "C", "N", "P", "H", "H", "H", "H", "H", "H", "H", "H", "H", "H", "H"], "coordinates": [[0.74, -0.18, -0.51], [0.12, -0.05, -1.89], [-1.01, 0.88, 0.82], [0.28, -0.94, 1.78], [-0.30, -0.36, 0.55], [-0.93, 1.47, -2.17], [1.41, -1.05, -0.49], [1.32, 0.71, -0.26], [0.92, -0.03, -2.63], [-0.49, -0.94, -2.10], [-2.04, 0.78, 1.09], [-0.43, 1.65, 1.28], [1.11, -0.33, 2.13], [-0.48, -0.97, 2.56], [0.62, -1.96, 1.60], [-0.98, -1.03, 0.18], [0.12, 2.38, -1.95]], "lowdin_charge": [-0.216, -0.505, 0.050, 0.011, -0.234, 0.918, 0.136, 0.131, 0.084, 0.071, 0.079, 0.085, 0.117, 0.113, 0.114, 0.183, -0.135]}

=====

(8)
{"formula": "C4H11NP", "method": "ωB97M-V/def2-TZVPD", "e_above_lowest_kj_mol": 278.4, "e_homo_ha": -0.5204, "homo_lumo_gap_ev": 9.9, "lumo_energy_ev": -4.3, "charge": 1, "symbols": ["C", "C", "C", "C", "N", "P", "H", "H", "H", "H", "H", "H", "H", "H", "H", "H", "H"], "coordinates": [[2.32, -0.63, -0.17], [1.50, 0.05, 0.66], [-1.64, -0.95, -0.23], [-1.19, 0.44, -0.49], [-0.06, 0.56, -1.57], [0.35, 1.38, 0.08], [2.46, -0.36, -1.27], [2.73, -1.53, 0.31], [1.34, -0.26, 1.72], [-2.18, -0.81, 0.68], [-0.76, -1.69, -0.02], [-2.27, -1.40, -1.06], [-1.93, 1.10, -0.66], [-0.58, 1.53, 3.49], [-0.47, 1.12, -2.38], [0.43, -0.24, -1.98], [-0.04, 1.67, 2.92]], "lowdin_charge": [-0.039, -0.388, -0.085, -0.429, -0.094, 1.081, 0.090, 0.081, 0.074, 0.074, 0.119, 0.112, 0.064, 0.059, 0.161, 0.126, -0.006]}

=====

(9)
{"formula": "C4H11NPS", "method": "ωB97M-V/def2-TZVPD", "e_above_lowest_kj_mol": 322.9, "e_homo_ha": [-0.4875, -0.4875], "homo_lumo_gap_ev": [6.6, 6.6], "lumo_energy_ev": [-6.7, -6.7], "charge": 1, "symbols": ["C", "C", "C", "C", "N", "P", "S", "H", "H", "H", "H", "H", "H", "H", "H", "H", "H", "H"], "coordinates": [[1.72, -0.48, 0.72], [-1.98, -0.70, 0.11], [-0.79, 1.50, 0.17], [1.03, -0.96, -0.48], [-1.02, 0.23, -0.49], [1.59, -0.32, -2.05], [2.84, 1.07, -1.60], [2.38, -1.30, 1.04], [2.24, 0.36, 0.62], [1.00, -0.57, 1.55], [-2.56, -1.21, -0.56], [-1.60, -1.47, 0.84], [-2.59, -0.06, 0.77], [0.03, 2.18, -0.36], [-1.65, 2.07, 0.51], [-0.12, 1.24, 1.10], [0.72, -1.91, -0.41], [-1.23, 0.32, -1.50]], "lowdin_charge": [-0.175, -0.055, -0.096, -0.348, -0.138, 0.516, 0.325, 0.129, -0.048, 0.116, 0.062, 0.112, 0.102, 0.126, 0.093, 0.109, 0.039, 0.131]}

=====

(10)
{"formula": "C4H11NS", "method": "ωB97M-V/def2-TZVPD", "smiles": "C=NC.CSC", "e_above_lowest_kj_mol": 183.6, "e_homo_ha": -0.3109, "homo_lumo_gap_ev": 9.3, "lumo_energy_ev": 0.9, "symbols": ["C", "N", "C", "H", "H", "H", "H", "H", "C", "S", "C", "H", "H", "H", "H", "H", "H"], "coordinates": [[-0.47, -1.31, -3.64], [-0.77, -0.08, -3.54], [-1.32, 0.31, -2.24], [-1.04, -2.06, -3.09], [0.06, -1.65, -4.52], [-0.71, 1.14, -1.88], [-1.44, -0.57, -1.61], [-2.19, 0.96, -2.38], [1.63, -0.12, 3.67], [0.39, 1.11, 3.20], [0.10, 0.82, 1.43], [1.21, -1.01, 4.14], [2.23, 0.41, 4.41], [2.18, -0.51, 2.82], [-0.78, 1.44, 1.26], [0.87, 1.33, 0.85], [0.04, -0.21, 1.10]], "lowdin_charge": [-0.090, -0.089, -0.156, 0.068, 0.061, 0.072, 0.064, 0.073, -0.438, 0.730, -0.451, 0.026, 0.017, 0.034, 0.018, 0.026, 0.034]}